Arrangement w

DFT (ωB97M-V with the def2-TZVPD basis set) results for the ion C4H7N2S with charge +1.

```
14
Properties=species:S:1:pos:R:3:nbo_charge:R:1
C -0.79 -1.17 -0.03 -0.2135
C -1.83 -0.60 0.06 0.2824
C 0.40 -1.95 0.01 -0.4552
C 1.57 0.66 0.11 0.0383
N 2.44 1.57 -0.13 -0.6782
N -2.88 0.14 -0.03 -0.8283
S 2.08 -1.01 0.01 0.3169
H 0.58 -2.49 0.91 0.2616
H 0.64 -2.49 -0.91 0.2513
H 0.48 0.94 0.36 0.2754
H 2.17 2.61 -0.15 0.4503
H 3.42 1.31 -0.39 0.4432
H -2.83 0.90 -0.70 0.4158
H -3.68 0.21 0.72 0.4399
```

For the LUMO energy, the calculation gives -4.3 eV. The HOMO-LUMO gap is 8.041 eV. The charge is +1. The value obtained for the HOMO energy is -12.32 eV.

---

Arrangement x

DFT (ωB97M-V with the def2-TZVPD basis set) results for the ion C4H7N2S with charge +1.

```
14
Properties=species:S:1:pos:R:3:nbo_charge:R:1
C 0.20 0.07 3.02 0.1205
N 0.51 -0.02 1.83 -0.3590
C 0.24 0.18 0.60 0.3786
N -0.67 -0.38 -0.08 -0.5192
C -0.68 -0.34 -1.48 0.0285
C 0.47 0.12 -2.21 -0.7367
S -2.13 -0.65 -2.13 0.1657
H -0.73 0.48 3.50 0.2076
H 0.74 -0.34 3.83 0.2128
H 0.96 0.67 0.01 0.2288
H -1.50 -0.86 0.31 0.4582
H 0.40 0.14 -3.33 0.3018
H 0.68 1.18 -1.93 0.2533
H 1.52 -0.26 -1.93 0.2591
```

For the LUMO energy, the calculation gives -5.4 eV. The HOMO-LUMO gap is 7.734 eV. The charge is +1. The value obtained for the HOMO energy is -13.17 eV.

---

arrangement x wins, 5.2 kcal/mol ahead of the next structure.

---

Arrangement w

DFT (ωB97M-V with the def2-TZVPD basis set) results for a structure of composition C2H4NO2.

```
9
Properties=species:S:1:pos:R:3:nbo_charge:R:1
C -0.38 0.81 0.48 -0.4000
C 0.09 -0.34 -0.27 0.2143
N -1.11 -0.54 0.44 -0.1497
O -2.34 -0.58 -0.04 -0.7869
O 1.03 -1.29 0.21 -0.7637
H 0.05 0.99 1.42 0.1663
H -0.72 1.70 -0.18 0.1683
H 0.31 -0.18 -1.63 0.0890
H 0.80 -1.43 1.13 0.4625
```

For the LUMO energy, the calculation gives 4.5 eV. The HOMO-LUMO gap is 6.228 eV. The charge is -1. The value obtained for the HOMO energy is -1.78 eV.

---

Arrangement x

DFT (ωB97M-V with the def2-TZVPD basis set) results for a cluster of 2 separate species, C2H4NO2 in total.

```
9
Properties=species:S:1:pos:R:3:nbo_charge:R:1
C 1.28 -0.15 0.28 0.3331
C 0.19 -0.60 -0.48 -0.5886
N -1.31 0.42 0.47 -0.1982
O -2.42 0.15 -0.15 -0.5899
O 1.91 0.88 0.08 -0.6800
H 1.34 -0.52 1.37 0.0604
H 0.32 -0.07 -1.44 0.1798
H -0.44 -1.49 -0.49 0.2163
H -0.87 1.38 0.34 0.2671
```

For the LUMO energy, the calculation gives 4.7 eV. The HOMO-LUMO gap is 7.034 eV. The charge is -1. The value obtained for the HOMO energy is -2.37 eV.

---

Arrangement y

DFT (ωB97M-V with the def2-TZVPD basis set) results for a cluster of 2 separate species, C2H4NO2 in total.

```
9
Properties=species:S:1:pos:R:3:nbo_charge:R:1
C -0.30 -0.96 -1.76 0.2783
C -0.50 -0.06 -0.69 -0.7970
N 0.28 0.87 2.36 -0.0232
O 1.31 0.74 3.17 -0.3395
O 0.10 -0.82 -2.94 -0.7570
H -0.28 -2.05 -1.25 0.0234
H -0.45 1.11 -0.84 0.1394
H -0.87 -0.36 0.30 0.1789
H 0.69 1.53 1.66 0.2967
```

For the LUMO energy (spin up / spin down), the calculation gives 2.2 / 2.2 eV. The HOMO-LUMO gap (spin up / spin down) is 4.671 / 4.668 eV. The charge is -1. The value obtained for the HOMO energy (spin up / spin down) is -2.47 / -2.47 eV.

---

arrangement x wins, 8.8 kcal/mol ahead of the next structure.

---

Arrangement w

DFT (ωB97M-V with the def2-TZVPD basis set) results for a cluster of 2 separate species, C2H4NO2 in total.

```
9
Properties=species:S:1:pos:R:3:nbo_charge:R:1
C 0.88 0.56 -0.81 -0.1625
C 0.34 0.58 0.55 -0.1344
N -1.21 -1.51 0.54 -0.1849
O -1.88 -1.42 1.61 -0.4954
O 1.72 0.36 0.22 -0.5721
H 0.71 -0.48 -1.36 0.1479
H 1.14 1.55 -1.40 0.1223
H 0.15 1.54 1.02 0.1066
H -1.85 -1.18 -0.37 0.1724
```

For the LUMO energy (spin up / spin down), the calculation gives 4.6 / 4.6 eV. The HOMO-LUMO gap (spin up / spin down) is 6.933 / 6.017 eV. The charge is -1. The value obtained for the HOMO energy (spin up / spin down) is -2.35 / -1.44 eV.

---

Arrangement x

DFT (ωB97M-V with the def2-TZVPD basis set) results for the ion C2H4NO2 with charge -1.

```
9
Properties=species:S:1:pos:R:3:nbo_charge:R:1
O 0.63 0.41 2.07 -0.7990
N -0.24 0.18 1.08 -0.1305
C -0.20 -1.07 0.20 -0.3879
C 0.21 0.40 -0.28 0.1520
O -0.58 0.92 -1.31 -0.7320
H -1.19 -1.29 -0.01 0.1747
H 0.58 -1.90 -0.04 0.1578
H 1.33 0.46 -0.60 0.1147
H -0.53 1.89 -1.10 0.4501
```

For the LUMO energy, the calculation gives 4.2 eV. The HOMO-LUMO gap is 5.783 eV. The charge is -1. The value obtained for the HOMO energy is -1.57 eV.

---

arrangement x wins, 54.4 kcal/mol ahead of the next structure.

---

Arrangement w

DFT (ωB97M-V with the def2-TZVPD basis set) results for a cluster of 2 separate species, CH3NO2P in total.

```
8
Properties=species:S:1:pos:R:3:nbo_charge:R:1
C 1.80 0.12 0.27 0.8348
N 1.04 1.00 -0.08 -0.7734
O 2.59 -0.72 0.61 -0.6041
O -1.40 0.62 0.65 -1.2387
P -1.63 -0.74 -0.03 0.6524
H 0.15 1.06 0.39 0.4572
H -0.36 -0.98 -0.57 -0.1613
H -2.19 -0.36 -1.24 -0.1669
```

For the LUMO energy, the calculation gives 4.0 eV. The HOMO-LUMO gap is 6.830 eV. The charge is -1. The value obtained for the HOMO energy is -2.86 eV.

---

Arrangement x

DFT (ωB97M-V with the def2-TZVPD basis set) results for a structure of composition CH3NO2P.

```
8
Properties=species:S:1:pos:R:3:nbo_charge:R:1
C -0.79 -0.40 3.22 0.7533
N -0.52 -0.94 2.18 -0.7987
O -0.94 -0.11 4.37 -0.6652
O -1.25 0.45 0.40 -1.1195
P -0.51 0.54 -0.97 0.6411
H -0.90 -0.44 1.13 0.4639
H 0.57 -0.43 -0.84 -0.1268
H 0.66 1.43 -0.78 -0.1481
```

For the LUMO energy, the calculation gives 4.2 eV. The HOMO-LUMO gap is 8.363 eV. The charge is -1. The value obtained for the HOMO energy is -4.14 eV.

---

arrangement x wins, 5.8 kcal/mol ahead of the next structure.